No. 1
A single C9H11NO3S molecule in a non-equilibrium geometry, computed with wB97M-V/def2-TZVPD.

Positions of all 25 atoms, in Å:
C: 0.60350 2.31026 1.11747
C: -0.98967 1.68104 -0.69436
C: 0.09506 0.96474 1.13868
C: -0.02436 2.82368 -0.27133
C: 0.94983 -1.04783 0.06816
C: -1.27112 0.82702 0.50927
C: -0.09631 3.66386 1.00614
C: -0.44918 -3.49370 -0.64198
C: 0.82579 -3.46218 0.11721
N: 0.97960 0.11119 0.71307
O: 0.93894 -1.03139 -1.17166
O: 0.78030 2.01690 -2.72245
O: 1.02731 -2.18335 0.80149
S: 0.76688 1.54258 -1.34273
H: 1.64596 2.26430 1.43455
H: -1.69772 1.81489 -1.50540
H: -1.92218 1.29302 1.19216
H: -1.54419 -0.23589 0.29555
H: -1.09810 3.66434 1.50381
H: 0.47474 4.61417 0.99705
H: -1.36233 -3.59940 -0.11689
H: -0.64215 -2.47139 -1.16042
H: -0.57120 -4.33773 -1.50245
H: 1.72951 -3.53918 -0.58481
H: 0.85111 -4.18995 0.81987

Cartesian forces (eV/Å) of the 3 atoms listed first:
C 0.38 2.01 1.48
C 1.34 0.72 0.75
C 0.40 -2.62 -2.54

Computed properties:
molar mass = 213.3 g mol⁻¹
net charge = 0
frontier orbital gap = 0.325 hartree
energy above the lowest of the compared OMol25 structures with the same formula, charge and spin = 7.080 eV
multiplicity = 1

---

No. 2
A single C9H11NO5 molecule in a non-equilibrium geometry, computed with wB97M-V/def2-TZVPD.

Positions of all 26 atoms, in Å:
C: 3.80006 -2.28506 -5.86259
C: 2.92253 -3.16174 -5.03292
C: 3.25958 -4.51424 -4.84795
C: 2.47387 -5.36013 -4.07234
C: 2.89685 -6.78516 -3.89954
C: 1.35865 -4.84308 -3.40658
C: 1.05873 -3.46539 -3.50625
C: -0.00447 -2.83191 -2.59747
O: 0.68171 -2.44762 -1.42571
O: -0.33116 -1.73751 -0.66775
O: -0.54018 -2.25718 0.64271
N: -0.49805 -0.99561 1.40122
O: 0.57691 -0.79300 1.95308
O: -1.52792 -0.37666 1.43366
C: 1.81041 -2.65961 -4.36094
H: 3.40571 -1.26987 -5.88894
H: 4.80157 -2.24619 -5.43596
H: 3.91363 -2.62245 -6.89107
H: 4.15704 -4.89902 -5.31439
H: 2.20935 -7.32616 -3.25696
H: 2.97022 -7.33084 -4.83977
H: 3.88639 -6.82166 -3.44296
H: 0.70624 -5.48628 -2.80341
H: -0.45766 -1.94206 -3.01539
H: -0.82180 -3.46502 -2.30189
H: 1.50878 -1.59875 -4.50413

Cartesian forces (eV/Å) of the 3 atoms listed first:
C 0.08 0.42 -0.10
C -0.04 -0.86 0.29
C -0.53 0.80 0.07

Computed properties:
molar mass = 213.2 g mol⁻¹
net charge = 0
frontier orbital gap = 0.317 hartree
energy above the lowest of the compared OMol25 structures with the same formula, charge and spin = 10.097 eV
multiplicity = 1

---

No. 3
2 unconnected molecules or ions with the total composition C9H11O in a non-equilibrium geometry, computed with wB97M-V/def2-TZVPD.

Positions of all 21 atoms, in Å:
C: 2.16023 -0.66300 -0.01636
C: 1.27189 -1.56998 0.45673
C: 0.45055 0.98981 -0.14175
C: 1.81832 0.73418 -0.33577
C: -0.12016 -1.25374 0.81892
C: -0.12324 0.00211 0.47400
C: -4.14883 1.06015 -0.95373
C: 2.77691 1.63177 -0.81664
C: -1.20235 -1.99260 1.40299
O: -3.03242 1.02354 -0.44003
H: 3.12956 -0.97895 -0.45661
H: 1.57478 -2.51823 0.85271
H: -0.03043 1.82073 -0.51616
H: -4.56528 2.02535 -1.13351
H: -4.68590 0.14424 -1.20637
H: 3.74559 1.21693 -0.94449
H: 2.47598 2.32869 -1.63976
H: 2.98012 2.38580 -0.07971
H: -0.90036 -2.81667 2.05417
H: -1.62502 -1.20863 1.99434
H: -1.94994 -2.36151 0.62704

Cartesian forces (eV/Å) of the 3 atoms listed first:
C 1.06 0.15 -1.49
C -0.54 -1.66 1.83
C 2.16 -0.17 -0.32

Computed properties:
molar mass = 135.2 g mol⁻¹
net charge = +1
frontier orbital gap (alpha / beta) = 0.302 / 0.200 hartree
energy above the lowest of the compared OMol25 structures with the same formula, charge and spin = 0.000 eV
multiplicity = 3
⟨S²⟩ = 2.02

---

> net charge of number 1 (C9H11NO3S)?

0